## 1
2 unconnected molecules or ions with the total composition C5H14N2, computed with wB97M-V/def2-TZVPD.

As for the frontier orbital gap: 8.4 eV. The HOMO energy comes out at -8.52 eV. Its lowest unoccupied orbital energy is -0.15 eV.

```
! wB97M-V def2-TZVPD RIJCOSX def2/J DEFGRID3
* xyz 0 1
C 1.5141 -0.0042 0.0095
N 0.7460 0.6040 1.0615
C 0.7181 1.9081 1.0139
C 0.6701 -0.8516 -1.0147
C -0.8180 -0.4981 -1.0730
C -1.6643 -0.7915 0.2082
N -1.1119 -1.8783 1.0038
H 2.0159 0.7117 -0.6725
H 2.2900 -0.6559 0.4069
H 0.5186 2.2701 -1.1481
H 1.6509 2.4737 1.1219
H 0.6000 2.1753 -0.2787
H -0.1806 2.4265 1.3658
H 1.1087 -0.6844 -2.0026
H 0.8218 -1.8691 -0.6632
H -0.9488 0.5625 -1.2696
H -1.3000 -1.0449 -1.8867
H -2.6085 -1.1315 -0.2224
H -1.7316 0.1558 0.7476
H -1.8516 -2.2725 1.5796
H -0.4389 -1.6057 1.7128
*
```

---

## 2
A molecular structure, C5H14N2, computed with wB97M-V/def2-TZVPD.

As for the frontier orbital gap: 8.7 eV. The HOMO energy comes out at -7.62 eV. Its lowest unoccupied orbital energy is 1.06 eV.

```
! wB97M-V def2-TZVPD RIJCOSX def2/J DEFGRID3
* xyz 0 1
C -0.0187 1.7765 -1.1287
C 0.5162 0.5524 -0.3883
N 1.8604 0.1248 -0.7458
N 1.2970 0.0223 1.8884
C 0.2731 0.5538 1.0541
H 1.9240 -0.0794 -1.7359
H 2.5415 0.8447 -0.5258
H 1.7584 -0.7578 1.4356
H 0.9627 -0.2482 2.8042
H -0.1425 1.4739 1.4612
H -0.0237 1.6004 -2.2068
H 0.5978 2.6573 -0.9291
H -1.0418 2.0036 -0.8214
C -1.6528 -1.4119 0.6135
C -1.3107 -1.5913 -0.7276
H -2.6311 -1.0037 0.8502
H -0.7688 -0.3309 1.0802
H -1.3361 -2.1665 1.3291
H -1.9821 -1.2543 -1.5078
H -0.6411 -2.3922 -1.0155
H -0.1818 -0.3735 -0.7839
*
```

---

## 3
2 unconnected molecules or ions with the total composition C5H14N2, computed with wB97M-V/def2-TZVPD.

As for the frontier orbital gap: 7.0 eV. The HOMO energy comes out at -7.42 eV. Its lowest unoccupied orbital energy is -0.40 eV.

```
! wB97M-V def2-TZVPD RIJCOSX def2/J DEFGRID3
* xyz 0 1
C -1.7358 1.8045 0.1377
N -0.9445 0.7827 -0.5970
C -1.7437 -1.2334 0.6887
C -0.5707 -0.2491 0.3490
C 0.5786 -1.1233 -0.0649
N 1.9416 0.2355 0.4755
C 2.3920 -0.3435 -0.8514
H -1.0490 2.2312 0.8829
H -1.9548 2.6608 -0.5052
H -2.6706 1.4429 0.5420
H -0.1192 1.2837 -0.8870
H -2.6309 -0.6262 0.8472
H -1.5607 -1.8297 1.5781
H -1.8931 -1.8688 -0.1864
H -0.2050 0.1658 1.2900
H 0.3957 -1.5954 -1.0257
H 1.0691 -1.7771 0.6404
H 2.6699 0.9344 0.4966
H 3.2685 0.2384 -1.1960
H 1.7375 -0.1590 -1.7317
H 2.7656 -1.3741 -0.9426
*
```

---

Most stable structure: 2

---

## 1
2 unconnected molecules or ions with the total composition C3H7N5, computed with wB97M-V/def2-TZVPD.

As for the frontier orbital gap: 7.1 eV. The HOMO energy comes out at -6.92 eV. Its lowest unoccupied orbital energy is 0.13 eV.

```
! wB97M-V def2-TZVPD RIJCOSX def2/J DEFGRID3
* xyz 0 1
C 0.5505 0.7324 0.0173
C 0.4947 -1.6199 0.3834
C -0.5347 0.2237 -0.5901
H 0.9504 2.1960 -0.9741
H 0.5208 2.5213 0.7625
H 2.2286 0.1575 1.0280
H 1.5361 -3.1074 0.7197
H -1.5152 -1.7993 -0.3979
H -2.6600 0.1248 -0.4775
H -2.0903 2.1257 -0.5583
N 1.1845 1.9490 0.2093
N 1.1828 -0.3592 0.6231
N 0.5335 -2.8338 0.6077
N -0.5799 -1.1455 -0.3826
N -1.8018 0.8349 -0.9705
*
```

---

## 2
A single C3H7N5 molecule, computed with wB97M-V/def2-TZVPD.

As for the frontier orbital gap: 9.0 eV. The HOMO energy comes out at -8.64 eV. Its lowest unoccupied orbital energy is 0.40 eV.

```
! wB97M-V def2-TZVPD RIJCOSX def2/J DEFGRID3
* xyz 0 1
H 2.2459 0.9995 -0.0160
N 2.2740 -0.0516 -0.1516
C 1.0913 -0.4101 -0.2538
N 0.8750 -1.6161 0.1642
N -0.6062 -1.7388 0.1061
C -1.2009 -0.4226 -0.1689
N -2.4068 -0.1514 0.0890
H -2.5180 0.7089 -0.2805
C -0.1701 0.5437 -0.5373
N 0.1385 1.5668 0.4263
H 1.5267 -1.6675 1.0833
H -0.8724 -2.5669 -0.5394
H -0.0954 1.2161 -1.4516
H -0.0524 1.1195 1.4388
H -0.2293 2.4707 0.0915
*
```

---

Most stable structure: 2

---

## 1
A single C3H7N5 molecule, computed with wB97M-V/def2-TZVPD.

As for the frontier orbital gap: 9.6 eV. The HOMO energy comes out at -8.79 eV. Its lowest unoccupied orbital energy is 0.78 eV.

```
! wB97M-V def2-TZVPD RIJCOSX def2/J DEFGRID3
* xyz 0 1
H -2.3488 0.5372 2.4429
N -1.6785 0.0572 1.7276
C -0.8658 0.9169 0.9945
N 0.0820 0.6183 0.0631
N 1.0407 1.6548 -0.0706
C 2.2288 1.3059 -0.6952
C -0.0885 -0.8272 -0.4268
N -1.2668 -1.3625 -0.3508
N 0.8945 -1.2621 -1.1475
H 0.8562 -2.4763 -1.1402
H -1.0078 2.1381 1.0734
H 2.8736 1.9850 -0.9163
H 2.4470 0.2739 -1.1505
H -1.6823 -1.2457 0.5791
H -1.4844 -2.3135 -0.9830
*
```

---

## 2
A single C3H7N5 molecule, computed with wB97M-V/def2-TZVPD.

As for the frontier orbital gap: 9.3 eV. The HOMO energy comes out at -8.71 eV. Its lowest unoccupied orbital energy is 0.56 eV.

```
! wB97M-V def2-TZVPD RIJCOSX def2/J DEFGRID3
* xyz 0 1
N 1.9293 0.3938 -0.4479
C 1.4790 -0.8293 0.1431
C -0.0536 -0.6290 0.2146
N -0.7795 -1.4407 -0.2595
N -2.1990 -1.1683 -0.0899
C -2.5860 0.0527 -0.1023
N -1.5460 1.0519 -0.3752
N -0.3930 0.6515 0.5355
H 2.8128 1.0181 0.2074
H 2.5185 -0.0295 -1.3603
H 1.9124 -0.7434 1.2058
H 2.0110 -1.7123 -0.1238
H -3.5669 0.2237 0.0427
H -1.8806 1.9008 0.1453
H 0.3416 1.2599 0.2645
*
```

---

## 3
A single C3H7N5 molecule, computed with wB97M-V/def2-TZVPD.

As for the frontier orbital gap: 9.5 eV. The HOMO energy comes out at -8.96 eV. Its lowest unoccupied orbital energy is 0.54 eV.

```
! wB97M-V def2-TZVPD RIJCOSX def2/J DEFGRID3
* xyz 0 1
H -2.7844 -2.1702 0.3948
N -2.0402 -1.5654 0.6159
C -1.3684 -1.0248 -0.3008
N -0.4104 0.0794 0.0282
C -0.4536 1.0039 1.2671
N -1.4390 1.5068 1.9299
H -0.9230 1.9433 2.9094
C 0.9304 0.2543 -0.6189
N 1.3081 -0.5243 -1.7876
N 1.8200 1.1231 -0.0389
H 2.9448 1.3024 -0.2259
H -1.4075 -1.2225 -1.2990
H 0.5098 1.3156 1.4292
H 2.2640 -0.3895 -2.2731
H 1.0494 -1.6321 -2.0304
*
```

---

Most stable structure: 3